{
  "formula": "CH2FNO",
  "method": "wB97M-V/def2-TZVPD",
  "symbols": ["N", "C", "O", "H", "F", "H"],
  "xyz": [[-0.12, 0.44, -0.31], [0.29, -0.36, -1.13], [0.81, -1.09, -1.86], [-0.85, 1.12, -0.44], [-0.19, -0.30, 2.24], [0.06, 0.20, 1.50]],
  "nbo_charge": [-0.851, 0.899, -0.463, 0.437, -0.583, 0.562],
  "largest_force_ev_per_a": 0.8,
  "smiles": "N=C=O.F",
  "de_lowest_kcal_mol": 7.2,
  "homo_ev": -11.8,
  "e_tot_ev": -7324.6463
}